Entry 1:
A single C6H9N molecule, computed with ωB97M-V/def2-TZVPD.

The SMILES is Cc1cc[nH]c1C. The spin multiplicity is 1. As for the HOMO-LUMO gap: 8.833 eV. Its lowest unoccupied orbital energy is 0.03887 Ha. The energy above the lowest of the compared OMol25 structures with the same formula, charge and spin comes out at 15.3 kJ/mol.

Positions of all 16 atoms, in Å:
N 1.103 1.266 -0.056
C -1.366 1.439 -0.150
C 0.097 -0.706 0.139
C -0.118 0.655 0.095
C -0.941 -1.781 0.310
C 2.091 0.323 -0.146
C 1.499 -0.907 -0.033
H 3.117 0.611 -0.315
H 1.998 -1.863 -0.110
H -0.550 -2.745 -0.032
H -1.851 -1.576 -0.265
H -1.404 1.696 -1.218
H 1.241 2.263 -0.074
H -1.412 2.378 0.416
H -2.262 0.856 0.079
H -1.242 -1.909 1.358

Entry 2:
A gas-phase ion, C4H10N3 (charge +1), computed with ωB97M-V/def2-TZVPD.

The net charge is +1. The spin multiplicity is 1. As for the HOMO-LUMO gap (alpha / beta): 9.285 / 9.286 eV. Its lowest unoccupied orbital energy (alpha / beta) is -0.18735 / -0.18741 Ha. The energy above the lowest of the compared OMol25 structures with the same formula, charge and spin comes out at 548.6 kJ/mol.

Positions of all 17 atoms, in Å:
N -0.175 0.674 0.778
N 0.890 -1.166 -0.443
N 0.958 0.661 0.355
C -0.556 -0.957 -0.700
C -0.579 1.861 1.671
C -1.199 -0.224 0.453
C 1.808 -1.103 -1.468
H 1.238 -0.818 -2.425
H 2.639 -0.496 -1.254
H -0.801 -2.061 -0.895
H 0.028 1.831 2.578
H -1.483 -0.705 1.400
H -0.468 2.773 1.073
H 2.088 -2.156 -1.552
H -0.654 -0.259 -1.651
H -2.093 0.458 0.250
H -1.642 1.686 1.832

Entry 3:
A gas-phase ion, C6H12N (charge +1), computed with ωB97M-V/def2-TZVPD.

The SMILES is C[C@H]1[C@H]([NH3+])C12CC2. The net charge is +1. The spin multiplicity is 1. As for the HOMO-LUMO gap: 9.660 eV. Its lowest unoccupied orbital energy is -0.13875 Ha. The energy above the lowest of the compared OMol25 structures with the same formula, charge and spin comes out at 364.0 kJ/mol.

Positions of all 19 atoms, in Å:
N 1.937 0.991 -0.125
C 0.611 -1.819 -0.554
C 0.713 0.649 0.502
C -0.746 0.650 -0.507
C -0.035 -0.564 0.028
C -2.087 1.057 0.067
C -0.411 -1.920 0.668
H 1.683 -2.078 -0.524
H 0.077 -2.336 1.567
H -2.286 2.210 -0.136
H 2.464 1.344 0.808
H -2.813 0.588 -0.423
H -0.413 1.098 -1.467
H 0.037 -2.249 -1.409
H -1.295 -2.514 0.382
H 1.990 1.733 -0.803
H -2.153 0.860 1.206
H 0.538 1.004 1.560
H 2.508 0.178 -0.514

Entry 4:
2 unconnected molecules or ions with the total composition C6H14N2, computed with ωB97M-V/def2-TZVPD.

The SMILES is C=C=N.CCCNC. The spin multiplicity is 1. As for the HOMO-LUMO gap: 9.437 eV. Its lowest unoccupied orbital energy is 0.03609 Ha. The energy above the lowest of the compared OMol25 structures with the same formula, charge and spin comes out at 211.4 kJ/mol.

Positions of all 22 atoms, in Å:
N -2.305 -1.219 -0.643
N 0.310 -0.500 0.652
C 1.102 -0.160 -0.518
C 0.453 0.927 -1.386
C 0.045 0.584 1.574
C -1.849 -1.939 0.220
C -1.630 -2.753 1.204
C 1.079 2.300 -1.170
H 0.991 2.616 -0.135
H -1.938 -3.786 1.138
H -1.773 -0.993 -1.472
H 0.588 3.042 -1.796
H 0.956 1.098 1.920
H -0.613 0.966 -1.163
H 1.198 -1.086 -1.094
H -0.610 1.312 1.100
H 2.122 0.168 -0.247
H 0.565 0.658 -2.439
H -1.127 -2.445 2.100
H 0.779 -1.252 1.146
H 2.135 2.280 -1.433
H -0.476 0.181 2.441

Entry 5:
A single C2H5NO molecule, computed with ωB97M-V/def2-TZVPD.

The spin multiplicity is 1. As for the HOMO-LUMO gap: 7.795 eV. Its lowest unoccupied orbital energy is 0.01892 Ha. The energy above the lowest of the compared OMol25 structures with the same formula, charge and spin comes out at 380.2 kJ/mol.

Positions of all 9 atoms, in Å:
O 1.533 -1.242 0.409
N -0.280 -0.178 -0.572
C -1.191 0.340 0.569
C 1.092 -0.244 -0.092
H -0.383 0.457 -1.363
H -0.809 -0.157 1.466
H -0.589 -1.108 -0.854
H -0.999 1.418 0.633
H 1.625 0.712 -0.196

Entry 6:
5 unconnected molecules or ions with the total composition C21H45BBrIO11P3, computed with ωB97M-V/def2-TZVPD.

The net charge is -1. The spin multiplicity is 1. As for the HOMO-LUMO gap: 6.443 eV. Its lowest unoccupied orbital energy is 0.07247 Ha.

Positions of all 83 atoms, in Å:
I -2.711 1.758 -4.458
Br -4.217 2.675 -0.764
P -1.705 -2.084 -2.751
P -0.706 1.134 -2.618
P 1.168 0.754 -1.248
O 2.504 -5.842 -4.988
O -1.987 -2.145 -1.174
O 1.700 -0.162 3.630
O 4.018 0.685 7.696
O -1.672 3.960 -2.530
O -2.768 1.727 2.719
O -3.156 -1.817 -3.297
O 1.268 -0.067 -5.693
O 0.265 3.606 -1.250
O -4.209 0.031 -1.452
O -1.020 -3.309 -3.234
C 0.559 0.863 -5.360
C -0.809 -0.646 -3.296
C 4.522 0.526 5.375
C 1.091 0.510 4.426
C -2.004 0.844 -1.068
C 0.345 -1.054 0.941
C 0.194 -0.116 5.465
C 4.630 0.117 6.821
C 0.746 0.365 0.515
C -4.792 0.477 2.438
C 1.582 -3.655 -5.281
C 1.178 2.016 4.430
C -4.193 1.664 4.623
C -3.453 0.883 -1.205
C 0.641 1.538 -4.057
C 0.693 -5.699 -6.521
C -1.328 5.159 -3.203
C 5.541 -1.051 7.124
C 1.872 -0.852 -1.794
C -3.805 1.329 3.197
C 1.688 -5.131 -5.532
B -0.713 3.098 -2.089
H -5.142 2.202 4.635
H -3.827 -1.755 -2.601
H -1.796 -0.069 -0.519
H 0.537 0.153 6.466
H -2.248 5.720 -3.387
H 0.208 -1.198 5.353
H 1.734 -3.101 -6.209
H 2.703 -1.085 -1.116
H -0.696 -1.093 1.288
H -4.320 0.748 5.204
H -1.737 1.670 -0.402
H 5.501 0.813 4.987
H -0.211 1.221 -6.059
H 0.186 2.443 4.267
H -0.823 0.248 5.339
H 5.535 -1.254 8.192
H 0.587 -3.425 -4.893
H 0.559 2.624 -4.212
H 0.808 -5.211 -7.490
H -0.644 5.775 -2.607
H -1.399 -2.826 -0.807
H 0.851 -6.770 -6.629
H -4.907 -0.480 2.951
H 1.551 2.367 5.395
H 1.650 1.341 -3.673
H 0.961 -1.406 1.777
H 0.175 -0.993 -3.626
H 2.285 -0.697 -2.798
H 0.031 1.098 0.898
H -0.873 4.927 -4.174
H -1.361 -0.525 -4.243
H -0.112 3.983 -0.444
H -5.762 0.972 2.401
H 2.328 -3.346 -4.551
H -3.423 2.283 5.079
H 1.188 -1.703 -1.834
H 5.206 -1.936 6.581
H 4.142 -0.304 4.778
H 1.685 0.604 1.034
H 3.842 1.368 5.288
H 0.429 -1.781 0.132
H 1.846 2.343 3.636
H 6.558 -0.826 6.800
H -0.322 -5.509 -6.167
H -4.443 0.305 1.423